(1)
Computed, not measured: C17H21N4O7PS2W as an isolated structure, with ωB97M-V/def2-TZVPD.

The value obtained for the maximum force is 3.00 eV Å⁻¹. Its expectation value of S² is 0.809. The calculation puts the orbital gap (spin up / spin down) at 6.62 / 5.83 eV. The total charge is +3. The spin multiplicity is 2.

Each line ends with the Löwdin spin population.
Positions of all 53 atoms, in Å:
H (1.06, -3.77, -4.37)  0.001
C (-1.88, -0.28, 3.26)  0.000
C (2.53, 3.07, 0.74)  0.000
H (-1.25, -4.08, -3.89)  0.001
C (3.19, 4.21, 1.12)  0.000
H (-1.86, -0.04, -3.16)  0.013
O (0.02, 1.49, 2.09)  0.003
C (1.14, -3.02, -3.58)  0.019
H (0.99, 0.34, -3.78)  0.001
H (-2.35, -1.25, -1.94)  0.004
O (-0.92, -1.04, 1.09)  0.004
C (-2.66, -0.97, 5.41)  0.000
H (0.73, -0.82, 5.37)  0.000
N (0.16, -3.34, -2.54)  0.195
N (1.41, 3.18, -0.02)  -0.001
H (-0.55, -2.44, -5.50)  0.001
O (-3.42, -0.99, 1.21)  0.002
C (-1.59, -0.98, -2.67)  0.070
C (0.92, 4.35, -0.45)  0.000
C (1.55, 5.51, -0.07)  0.000
H (-3.49, -1.18, 6.08)  0.000
O (1.39, -0.29, 1.65)  -0.003
H (4.08, 4.13, 1.72)  0.000
C (-0.47, -1.68, -4.71)  0.015
S (-2.23, -0.30, 1.50)  0.002
C (0.32, -2.57, -1.35)  0.032
H (1.16, 6.46, -0.40)  0.000
H (-1.15, -1.44, 6.86)  0.000
H (-0.40, -2.86, -0.59)  0.000
H (0.04, 4.31, -1.07)  0.000
S (0.79, 0.46, 2.87)  0.002
P (0.07, -0.68, -1.71)  0.025
O (1.76, 0.93, 3.78)  0.002
H (-1.93, -3.58, -2.33)  0.001
C (-2.93, -0.59, 4.10)  0.000
W (0.03, 0.47, 0.36)  0.134
O (-2.01, 0.92, 0.63)  -0.004
C (2.69, 5.45, 0.73)  0.000
C (-1.36, -1.10, 5.85)  0.000
H (-3.95, -0.58, 3.72)  0.000
N (-1.42, -2.00, -3.63)  0.387
C (-0.55, -0.35, 3.72)  -0.001
H (2.20, -0.65, -2.95)  0.007
O (0.76, 2.04, -0.39)  -0.002
H (-0.70, -0.70, -5.13)  0.003
C (-1.19, -3.35, -3.09)  0.010
C (1.16, -0.61, -3.28)  0.010
H (1.33, -2.68, -0.96)  0.011
H (2.85, 2.07, 0.98)  0.000
N (0.87, -1.71, -4.15)  0.055
H (2.15, -3.05, -3.17)  0.004
C (-0.29, -0.78, 5.01)  0.000
H (3.19, 6.36, 1.03)  0.000

***

(2)
Computed, not measured: a 10-piece molecular cluster, C55H85NO33S overall, with ωB97M-V/def2-TZVPD.

The value obtained for the maximum force is 1.79 eV Å⁻¹. The calculation puts the orbital gap at 6.30 eV. The structure (SMILES) is CC(C)=CCC[C@H](C)CC[C@H](N)OCCO[C@@H](CCCCS(=O)(=O)O)C[C@H](C)OCc1ccccc1.O=C1OCCO1.O=C1OCCO1.O=C1OCCO1.O=C1OCCO1.O=C1OCCO1.O=C1OCCO1.O=C1OCCO1.O=C1OCCO1.O=C1OCCO1.

Each line ends with the Löwdin charge.
Positions of all 175 atoms, in Å:
H (-11.51, -9.62, 2.36)  0.133
H (-2.79, 0.28, -2.29)  0.136
O (0.85, 1.59, -2.98)  -0.125
H (-4.94, 3.19, 7.63)  0.137
C (5.22, 1.14, -1.73)  -0.364
C (-7.31, -1.28, -1.76)  -0.178
C (8.26, 5.99, 0.61)  -0.107
C (9.01, -0.65, -0.05)  -0.318
H (2.30, 0.13, -3.05)  0.147
O (11.68, 1.52, -2.58)  0.047
C (2.13, 1.14, -3.45)  -0.436
O (-12.15, -1.14, -4.50)  0.067
H (10.02, -1.45, -1.76)  0.079
C (-7.14, -3.38, -0.44)  -0.031
O (-13.38, -2.35, -3.05)  0.162
O (7.96, 4.63, 0.94)  0.046
H (14.17, -0.52, -1.00)  0.128
C (-6.27, 2.95, 5.92)  -0.114
O (13.59, 2.06, -1.55)  0.148
O (13.07, 6.27, 0.97)  0.059
C (-6.83, -2.03, -0.54)  -0.198
H (4.38, -0.79, -2.38)  0.060
H (10.04, -1.68, 1.49)  0.067
C (-12.45, -1.65, -3.28)  -0.579
H (6.04, -0.90, -1.72)  0.066
H (2.96, 3.07, -3.38)  0.116
C (12.54, 1.34, -4.70)  -0.110
H (-5.05, 2.70, 1.45)  0.107
O (11.59, -3.66, 0.14)  0.153
O (-4.49, -2.83, 10.09)  0.057
H (-1.09, 2.68, -3.86)  0.122
O (10.05, 4.97, 1.65)  0.061
H (7.27, 1.04, -2.46)  0.113
O (-3.69, 3.86, 3.55)  -0.285
H (14.19, -0.75, 1.77)  0.132
H (-11.54, 0.81, -4.26)  0.133
H (12.76, 0.29, -4.86)  0.133
H (7.88, 6.24, -0.37)  0.132
H (4.62, 0.87, -3.81)  0.104
H (10.80, 2.53, -4.14)  0.135
C (-7.43, 1.37, 7.04)  -0.572
O (12.07, 5.74, -0.97)  0.137
C (14.69, 4.64, 0.89)  -0.103
O (-6.39, 1.71, 7.85)  0.042
C (4.59, 1.65, -3.05)  -0.166
C (-1.23, 1.63, -4.15)  -0.184
C (-5.17, -0.35, -2.31)  -0.388
O (8.96, 3.07, 2.22)  0.159
C (-5.42, 2.41, 7.05)  -0.100
C (8.99, 4.12, 1.66)  -0.569
H (-3.82, -1.50, -3.52)  0.089
H (-0.93, 1.58, -5.20)  0.125
H (0.11, -0.08, -3.96)  0.119
O (-12.23, -8.29, 0.93)  0.055
H (-3.31, 3.29, -2.55)  0.137
H (-1.92, 2.53, -1.77)  0.122
C (-11.17, -4.93, -1.76)  -0.086
C (6.70, 1.53, -1.67)  -0.183
H (-11.66, -4.18, -2.37)  0.111
C (7.32, 1.25, -0.28)  -0.179
H (9.42, 1.21, -1.01)  0.098
H (-6.35, 4.24, 3.26)  0.079
H (-5.16, -1.71, 2.40)  0.099
H (6.74, 2.61, -1.82)  0.107
H (9.48, -2.67, -0.55)  0.060
H (6.70, 0.57, 0.31)  0.113
H (-7.71, -3.86, -1.23)  0.099
C (8.68, 0.62, -0.47)  -0.090
H (-5.90, -0.38, 0.46)  0.105
H (-11.36, -4.71, -0.71)  0.139
H (-4.75, 2.11, -0.75)  0.104
H (-14.21, -10.28, 2.49)  0.133
H (-12.71, -8.44, 2.93)  0.134
H (-12.54, -6.43, -2.55)  0.127
C (5.07, -0.41, -1.63)  -0.046
H (8.28, -1.89, -1.60)  0.062
H (-2.62, 3.57, 0.79)  0.121
O (-7.32, 1.98, 5.84)  0.065
H (-3.25, 1.48, -0.06)  0.131
H (14.60, 6.24, 2.38)  0.131
H (-6.35, -2.90, 9.21)  0.133
H (8.32, -1.54, 1.85)  0.079
H (-5.29, 1.76, -2.83)  0.120
C (-4.83, -1.60, -3.11)  -0.012
O (-6.56, -0.14, -2.11)  -0.103
H (-6.66, -0.53, 9.53)  0.125
O (13.73, 4.46, -0.15)  0.058
H (7.39, 2.21, 0.24)  0.082
S (-4.37, 4.65, 2.56)  0.576
C (-13.38, -8.30, 0.21)  -0.557
C (12.89, 5.51, -0.13)  -0.564
H (-13.19, -10.92, 1.19)  0.134
H (12.78, 0.00, -0.05)  0.130
O (13.51, 1.89, -3.80)  0.066
C (-3.18, 1.15, -2.84)  -0.347
C (9.22, -1.75, -1.07)  -0.048
C (-4.67, 0.89, -3.08)  -0.081
H (2.88, 2.24, -1.81)  0.114
H (5.17, 2.50, -3.42)  0.105
H (10.25, 5.73, -0.26)  0.100
C (-3.68, 2.29, -0.64)  -0.194
C (3.13, 2.12, -2.86)  -0.127
H (-11.42, -7.05, -1.33)  0.108
H (-0.68, 0.36, -2.44)  0.120
H (-4.94, -0.18, 9.27)  0.125
C (12.99, 1.85, -2.55)  -0.567
C (-0.25, 0.76, -3.36)  -0.174
O (-2.58, 1.22, -4.13)  -0.099
H (-5.05, -2.33, 8.15)  0.130
C (-11.54, -6.34, -2.15)  -0.105
O (-8.44, -5.96, -3.51)  0.150
H (1.75, 1.91, -5.30)  0.089
C (-2.99, 2.41, -2.00)  -0.139
O (-3.76, 5.88, 2.17)  -0.252
H (-5.59, 4.14, 0.61)  0.118
O (-8.30, 0.64, 7.36)  0.167
C (-12.42, -9.09, 2.10)  -0.111
O (-5.39, -1.05, 11.09)  0.064
H (4.74, 1.59, -0.86)  0.129
C (14.04, -1.46, 0.96)  -0.110
H (7.80, 6.64, 1.36)  0.130
C (9.18, -1.01, 1.41)  -0.043
C (-6.01, -3.53, 1.67)  -0.093
H (-3.56, 4.46, -0.46)  0.120
H (14.95, 3.68, 1.33)  0.135
O (-9.76, -4.90, -2.03)  0.030
O (-10.55, -6.64, -3.16)  0.074
N (2.24, 1.13, -4.89)  0.090
C (-5.44, -2.30, 9.17)  -0.116
H (1.94, 0.26, -5.30)  0.075
O (-14.24, -9.22, 0.71)  0.071
H (-4.83, 0.69, -4.14)  0.128
H (10.18, 6.95, 1.02)  0.137
H (-4.79, -2.47, -2.45)  0.087
C (-4.74, 3.69, 1.13)  -0.249
C (-9.49, -5.85, -2.96)  -0.583
C (-11.10, -0.18, -4.34)  -0.106
O (-4.06, -2.43, 12.27)  0.167
C (-13.55, -10.01, 1.68)  -0.111
H (12.57, 1.86, -5.65)  0.132
C (12.36, -2.76, 0.21)  -0.587
H (-10.43, -0.20, -5.19)  0.134
H (-6.99, -5.18, 0.68)  0.105
H (-8.31, -0.92, -1.53)  0.111
C (13.95, 5.56, 1.85)  -0.105
C (-10.45, -0.63, -3.05)  -0.122
O (12.66, -1.92, -0.81)  0.056
C (-3.53, 3.59, 0.18)  -0.196
H (-10.04, 0.19, -2.46)  0.132
H (-4.66, 1.70, 6.71)  0.136
C (9.78, 6.00, 0.68)  -0.119
C (11.24, 1.56, -3.94)  -0.112
H (-6.70, 3.92, 6.15)  0.141
H (-7.44, -1.98, -2.60)  0.121
H (-5.73, 3.00, 4.98)  0.099
C (13.44, -0.84, -0.28)  -0.116
C (-6.13, -1.44, 0.50)  -0.043
C (-6.73, -4.13, 0.65)  -0.070
H (10.50, 0.78, -4.13)  0.132
H (-5.67, -4.12, 2.51)  0.099
H (13.35, 5.01, 2.58)  0.136
O (-13.59, -7.61, -0.72)  0.157
H (-9.67, -1.37, -3.22)  0.118
H (14.99, -1.97, 0.76)  0.132
H (9.40, -0.12, 2.00)  0.072
O (13.06, -2.44, 1.33)  0.060
H (-5.57, -1.80, -3.89)  0.095
O (-11.53, -1.26, -2.36)  0.060
H (4.66, -0.66, -0.65)  0.076
H (15.58, 5.10, 0.47)  0.134
C (-5.72, -2.17, 1.60)  -0.082
C (-5.65, -0.89, 9.69)  -0.120
C (-4.59, -2.13, 11.25)  -0.572
H (-4.63, -0.33, -1.36)  0.118
O (-5.80, 5.04, 3.16)  -0.161

***

(3)
Computed, not measured: C2H2N4 as an isolated structure, with ωB97M-V/def2-TZVPD.

For the energy above the lowest of the compared OMol25 structures with the same formula, charge and spin, the calculation gives 113.17 kcal per mole. The value obtained for the maximum force is 3.73 eV Å⁻¹. The calculation puts the orbital gap at 8.55 eV. The total charge is +2.

Each line ends with the natural charge from an NBO analysis.
Positions of all 8 atoms, in Å:
N (0.16, 0.47, -0.95)  -0.004
H (-2.89, 0.41, 2.49)  0.110
C (1.88, 0.37, -2.59)  0.531
N (1.11, 0.33, -1.74)  -0.048
N (-0.43, 0.19, 0.01)  0.417
C (-2.07, -0.34, 2.38)  0.646
N (-1.20, 0.21, 0.84)  -0.002
H (2.65, 0.38, -3.36)  0.351

***

(4)
Computed, not measured: a 2-piece molecular cluster, C11H14N2 overall, with ωB97M-V/def2-TZVPD.

For the energy above the lowest of the compared OMol25 structures with the same formula, charge and spin, the calculation gives 53.31 kcal per mole. The value obtained for the maximum force is 6.17 eV Å⁻¹. The calculation puts the orbital gap at 9.66 eV. The structure (SMILES) is Cc1c[nH]cn1.Cc1ccccc1.

Each line ends with the natural charge from an NBO analysis.
Positions of all 27 atoms, in Å:
N (-1.86, -2.59, -2.00)  -0.485
C (-1.68, -1.76, -3.07)  0.182
C (0.24, 0.83, -0.06)  -0.211
C (-0.54, -3.39, -0.13)  -0.652
H (1.54, -0.89, 0.29)  0.210
H (1.31, -1.52, -1.92)  0.219
H (0.07, -2.92, 0.70)  0.229
H (-0.14, 0.35, -0.92)  0.218
C (0.40, 2.53, 1.65)  0.007
H (-1.59, -3.59, 0.00)  0.253
C (-0.52, -2.73, -1.47)  0.092
H (-1.14, 3.63, 2.93)  0.214
C (-0.07, 2.10, 0.39)  -0.219
H (-0.22, -0.81, -4.06)  0.418
C (0.31, -1.96, -2.24)  -0.135
H (-0.79, 2.82, -0.06)  0.210
H (0.45, 4.19, 2.98)  0.212
N (-0.40, -1.34, -3.30)  -0.546
H (-0.07, -4.40, -0.30)  0.219
H (2.59, 0.19, 2.26)  0.204
H (1.46, 2.01, 3.50)  0.215
H (-2.66, -1.57, -3.76)  0.207
C (-0.33, 3.82, 2.31)  -0.621
H (-0.63, 4.45, 1.43)  0.212
C (1.26, 0.10, 0.65)  -0.220
C (1.23, 1.76, 2.40)  -0.232
C (1.80, 0.69, 1.80)  -0.200

***

(5)
Computed, not measured: C5H7NO2 in the gas phase, with ωB97M-V/def2-TZVPD.

For the energy above the lowest of the compared OMol25 structures with the same formula, charge and spin, the calculation gives 61.47 kcal per mole. The value obtained for the maximum force is 4.86 eV Å⁻¹. The calculation puts the orbital gap at 10.26 eV. The structure (SMILES) is C=C1C(=O)N[C@H]1CO.

Each line ends with the natural charge from an NBO analysis.
Positions of all 15 atoms, in Å:
C (0.38, 1.77, 0.54)  0.637
H (-0.47, -1.14, 1.52)  0.182
N (1.29, 0.77, 0.62)  -0.619
H (1.02, -2.05, 0.94)  0.154
H (1.31, -0.67, -0.94)  0.171
O (0.30, 2.90, 0.90)  -0.560
H (-2.18, 0.31, -1.55)  0.237
H (0.00, -2.67, -0.95)  0.467
C (-0.51, 0.98, -0.42)  -0.064
C (0.15, -1.51, 0.64)  -0.074
H (-1.92, 2.24, -1.14)  0.229
C (0.69, -0.25, -0.10)  -0.064
H (2.02, 0.57, 1.30)  0.405
O (-0.55, -2.43, -0.15)  -0.708
C (-1.53, 1.20, -1.21)  -0.393

***

(6)
Computed, not measured: a 7-piece molecular cluster, C16H32Cl8O3 overall, with ωB97M-V/def2-TZVPD.

For the energy above the lowest of the compared OMol25 structures with the same formula, charge and spin, the calculation gives 0.00 kcal per mole. The value obtained for the maximum force is 1.33 eV Å⁻¹. The calculation puts the orbital gap at 9.77 eV. The structure (SMILES) is C1CCOC1.C1CCOC1.C1CCOC1.ClCCl.ClCCl.ClCCl.ClCCl.

Each line ends with the natural charge from an NBO analysis.
Positions of all 59 atoms, in Å:
H (-19.50, 18.30, 1.14)  0.206
H (-15.83, 11.84, -0.22)  0.187
Cl (-13.77, 14.89, -2.14)  -0.029
C (-19.18, 16.26, 0.70)  -0.427
C (-18.12, 18.04, -0.52)  -0.073
H (-13.14, 18.40, -4.93)  0.221
H (-18.64, 18.95, -0.87)  0.169
H (-18.46, 15.45, 0.85)  0.208
O (-18.47, 16.94, -1.34)  -0.547
H (-17.32, 8.74, -2.23)  0.193
C (-15.70, 11.34, -1.17)  -0.076
H (-17.73, 10.88, -3.83)  0.219
C (-17.93, 14.93, -4.30)  -0.398
C (-15.33, 18.55, 3.02)  -0.428
Cl (-14.24, 17.50, -6.80)  -0.004
H (-19.67, 15.29, -1.23)  0.200
H (-15.69, 12.19, -3.16)  0.213
H (-17.91, 17.79, 1.69)  0.213
Cl (-16.66, 14.57, -5.47)  -0.028
H (-18.36, 11.05, -2.18)  0.205
O (-16.18, 9.98, -1.06)  -0.533
O (-14.83, 16.60, 4.26)  -0.551
Cl (-15.23, 17.86, -4.07)  -0.039
C (-15.04, 15.77, -1.26)  -0.398
H (-16.54, 13.51, 2.44)  0.211
H (-15.89, 9.43, -3.05)  0.154
Cl (-14.74, 12.28, 3.33)  -0.019
C (-17.46, 10.89, -2.77)  -0.428
H (-12.92, 17.32, 3.88)  0.179
H (-16.12, 18.97, 2.39)  0.214
C (-14.37, 17.67, 2.22)  -0.441
H (-16.24, 18.01, 4.89)  0.188
H (-14.78, 19.27, 3.62)  0.209
C (-13.74, 16.84, 3.33)  -0.074
H (-16.92, 12.90, -2.14)  0.203
C (-13.83, 17.58, -5.10)  -0.402
H (-16.74, 16.95, 3.53)  0.163
C (-19.59, 16.27, -0.77)  -0.074
H (-14.63, 11.27, -1.37)  0.169
Cl (-15.85, 14.82, -0.03)  -0.025
H (-19.92, 16.09, 1.48)  0.216
C (-15.90, 13.60, 3.31)  -0.401
H (-14.62, 16.66, -0.80)  0.222
Cl (-16.90, 13.64, 4.77)  -0.030
C (-16.71, 9.64, -2.34)  -0.070
H (-17.47, 14.97, -3.32)  0.216
H (-17.05, 18.27, -0.62)  0.180
C (-15.91, 17.49, 3.99)  -0.065
H (-20.56, 16.77, -0.91)  0.166
Cl (-19.20, 13.70, -4.32)  -0.017
H (-13.62, 18.24, 1.66)  0.217
C (-16.42, 11.95, -2.39)  -0.445
H (-13.32, 16.67, -4.79)  0.229
C (-18.63, 17.69, 0.88)  -0.438
H (-15.77, 16.06, -2.01)  0.232
H (-15.38, 14.54, 3.31)  0.236
H (-14.91, 17.06, 1.50)  0.201
H (-18.35, 15.90, -4.53)  0.229
H (-13.38, 15.86, 3.02)  0.189